Entry 1:
A structure of composition C30H27F5N6O2PS4Tc in a non-equilibrium geometry. Source: the OMol25 dataset; level of theory: the ωB97M-V functional and the def2-TZVPD basis.

Calculated values
strongest force on any atom	1.7	eV Å⁻¹
lowest unoccupied orbital energy (alpha / beta)	-2.868 / -4.656	eV
2S+1	4
net charge	+1
<S²>	3.778
highest occupied orbital energy (alpha / beta)	-10.58 / -10.58	eV

Last column: Mulliken charge in e.
Atoms and positions in Å:
1 Tc 1.28 -1.46 -0.31  0.544
2 F 3.72 2.19 5.59  -0.282
3 C 3.36 1.23 4.73  0.338
4 C 2.36 1.47 3.80  -0.241
5 F 1.73 2.65 3.78  -0.218
6 C 1.99 0.48 2.91  -0.167
7 F 0.98 0.72 2.06  0.099
8 C 2.62 -0.77 2.89  0.762
9 S 2.14 -2.09 1.85  -0.434
10 C 3.63 -0.99 3.83  0.177
11 F 4.27 -2.16 3.84  -0.322
12 C 3.99 -0.01 4.75  0.250
13 F 4.94 -0.27 5.65  -0.273
14 N 0.89 6.62 1.48  -0.475
15 C 0.83 5.47 0.78  1.107
16 C 0.18 4.34 1.31  -1.277
17 C 0.13 3.17 0.60  -0.374
18 C 0.73 3.09 -0.65  -0.200
19 C 1.36 4.19 -1.21  -0.556
20 C 1.40 5.38 -0.51  -0.781
21 S 0.68 1.52 -1.44  1.314
22 O -0.61 0.90 -1.24  -0.260
23 O 1.18 1.50 -2.79  -0.801
24 N 1.71 0.52 -0.55  0.559
25 C 2.97 0.36 -0.97  0.318
26 N 3.30 -0.96 -0.88  0.089
27 C 4.54 -1.32 -1.16  -0.294
28 C 5.46 -0.37 -1.61  -0.770
29 C 5.00 0.93 -1.76  -0.264
30 N 3.78 1.31 -1.41  -0.497
31 H 0.56 6.64 2.43  0.202
32 H 1.41 7.41 1.15  0.194
33 H -0.28 4.40 2.28  0.362
34 H -0.35 2.30 0.99  0.221
35 H 1.82 4.11 -2.19  0.522
36 H 1.87 6.24 -0.95  0.341
37 H 4.80 -2.36 -1.05  0.523
38 H 6.47 -0.66 -1.84  0.416
39 H 5.61 1.72 -2.17  0.477
40 N 1.02 -3.64 -0.78  -0.427
41 C 0.46 -3.78 -2.14  -0.035
42 C 1.14 -2.76 -3.05  -0.685
43 N 0.91 -1.43 -2.47  0.262
44 H 1.93 -4.10 -0.74  0.275
45 H 0.43 -4.13 -0.11  0.272
46 H -0.61 -3.55 -2.10  -0.104
47 H 0.59 -4.79 -2.53  0.456
48 H 0.74 -2.83 -4.06  0.421
49 H 2.22 -2.95 -3.09  0.320
50 H -0.09 -1.19 -2.61  -0.586
51 H 1.42 -0.70 -2.98  0.348
52 S -2.14 -1.29 -2.90  -0.500
53 P -2.45 -1.09 -0.94  1.402
54 S -0.92 -1.26 0.46  -0.252
55 C -3.61 0.27 -0.60  0.540
56 C -3.38 1.33 0.27  -0.090
57 C -4.38 2.26 0.45  -0.613
58 C -5.59 2.14 -0.22  -0.520
59 C -5.81 1.08 -1.09  -0.678
60 C -4.81 0.14 -1.28  -0.606
61 C -3.37 -2.57 -0.36  0.305
62 C -3.58 -2.72 1.01  -0.263
63 C -4.18 -3.87 1.49  -0.819
64 C -4.58 -4.86 0.60  -0.446
65 C -4.39 -4.70 -0.76  -0.699
66 C -3.78 -3.56 -1.25  -0.472
67 H -2.43 1.41 0.78  0.128
68 H -4.23 3.10 1.12  0.443
69 H -6.37 2.86 -0.06  0.394
70 H -6.75 0.98 -1.61  0.420
71 H -4.96 -0.68 -1.96  0.354
72 H -3.26 -1.94 1.69  0.422
73 H -4.31 -3.99 2.55  0.420
74 H -5.04 -5.76 0.98  0.411
75 H -4.71 -5.47 -1.44  0.427
76 H -3.62 -3.43 -2.31  0.445

=====

Entry 2:
A structure of composition C30H27FNO6PPd in a non-equilibrium geometry. Source: the OMol25 dataset; level of theory: the ωB97M-V functional and the def2-TZVPD basis.

Calculated values
strongest force on any atom	4.6	eV Å⁻¹
lowest unoccupied orbital energy (alpha / beta)	-8.844 / -8.129	eV
net charge	+2
highest occupied orbital energy (alpha / beta)	-13.78 / -13.79	eV

Last column: Mulliken charge in e.
Atoms and positions in Å:
1 Pd 0.47 -0.82 0.51  0.435
2 O 2.15 -0.23 4.85  -0.472
3 C 1.57 -0.69 3.78  0.280
4 O 1.89 -0.41 2.64  -0.504
5 C 0.45 -1.67 4.10  -0.523
6 O -0.31 -1.97 2.94  -0.158
7 C -1.65 -1.60 2.98  -1.070
8 C -1.88 -0.10 2.42  0.873
9 O -2.96 0.38 2.64  -0.608
10 O -0.88 0.35 1.83  -0.802
11 H 2.88 0.39 4.68  0.418
12 H 0.91 -2.60 4.46  0.381
13 H -0.17 -1.26 4.91  0.455
14 H -2.21 -2.25 2.29  0.281
15 H -2.09 -1.64 3.98  0.449
16 O 3.20 -0.74 0.32  -0.468
17 N 2.29 0.12 -0.28  0.315
18 C 2.62 0.50 -1.46  -0.515
19 C 1.88 1.34 -2.36  0.757
20 C 2.57 1.78 -3.50  -1.007
21 C 1.96 2.58 -4.45  -0.762
22 C 0.63 2.94 -4.29  -0.771
23 C -0.07 2.52 -3.18  -0.422
24 C 0.53 1.74 -2.20  0.443
25 P -0.51 1.27 -0.77  2.062
26 C -0.83 2.80 0.14  1.206
27 C -0.02 3.93 -0.01  -0.879
28 C -0.32 5.09 0.69  -0.787
29 C -1.39 5.13 1.56  -0.629
30 C -2.18 4.00 1.75  -1.210
31 C -1.90 2.84 1.05  -0.597
32 C -2.08 0.72 -1.50  0.632
33 C -2.02 -0.45 -2.26  -0.732
34 C -3.18 -1.01 -2.77  -0.878
35 C -4.40 -0.40 -2.53  -0.592
36 C -4.45 0.81 -1.84  -0.818
37 C -3.30 1.37 -1.33  0.006
38 H 3.18 -0.54 1.28  0.507
39 H 3.61 0.19 -1.81  0.430
40 H 3.61 1.51 -3.62  0.473
41 H 2.52 2.90 -5.31  0.449
42 H 0.14 3.54 -5.04  0.481
43 H -1.11 2.81 -3.06  0.504
44 H 0.82 3.91 -0.68  0.457
45 H 0.30 5.96 0.56  0.462
46 H -1.61 6.03 2.11  0.454
47 H -3.01 4.01 2.44  0.532
48 H -2.51 1.97 1.22  0.386
49 H -1.06 -0.91 -2.46  0.467
50 H -3.14 -1.92 -3.34  0.465
51 H -5.31 -0.85 -2.89  0.442
52 H -5.40 1.31 -1.70  0.475
53 H -3.35 2.32 -0.81  0.580
54 F 4.06 -5.99 1.32  -0.258
55 C 3.14 -5.14 0.90  0.390
56 C 3.38 -4.37 -0.23  -0.760
57 C 2.41 -3.51 -0.68  -0.333
58 C 1.16 -3.41 -0.01  0.869
59 C 0.08 -2.70 -0.61  -1.207
60 C 0.97 -4.18 1.17  -0.231
61 C 1.94 -5.04 1.62  -0.732
62 H 4.32 -4.48 -0.76  0.493
63 H 2.58 -2.93 -1.57  0.389
64 H -0.93 -2.98 -0.31  0.542
65 H 0.20 -2.50 -1.68  0.640
66 H 0.02 -4.13 1.69  0.325
67 H 1.79 -5.66 2.48  0.516

=====

Entry 3:
A structure of composition C30H27GeN2O3RuS2 in a non-equilibrium geometry. Source: the OMol25 dataset; level of theory: the ωB97M-V functional and the def2-TZVPD basis.

Calculated values
strongest force on any atom	2.2	eV Å⁻¹
lowest unoccupied orbital energy (alpha / beta)	-7.811 / -8.620	eV
2S+1	2
net charge	+2
<S²>	0.853
highest occupied orbital energy (alpha / beta)	-13.86 / -13.67	eV

Last column: Mulliken charge in e.
Atoms and positions in Å:
1 Ru -0.86 0.03 -0.88  -0.177
2 O -1.58 -0.98 3.60  -0.567
3 C -1.74 0.22 4.08  0.458
4 C -1.89 0.36 5.48  -0.778
5 C -2.06 1.60 6.01  -0.388
6 C -2.11 2.75 5.16  -0.696
7 C -1.97 2.63 3.80  -0.534
8 C -1.77 1.38 3.22  0.410
9 C -1.59 1.22 1.78  0.776
10 O -1.33 0.04 1.28  -0.479
11 N -1.74 2.32 1.06  -0.610
12 N -1.65 2.02 -0.24  0.590
13 C -1.87 3.06 -1.04  0.084
14 S -2.07 2.82 -2.74  0.049
15 C -1.93 4.58 -3.14  -0.571
16 C -2.60 5.36 -2.03  -0.644
17 S -2.05 4.65 -0.45  0.079
18 H -1.46 -0.91 2.62  0.107
19 H -1.85 -0.53 6.09  0.514
20 H -2.17 1.71 7.08  0.425
21 H -2.26 3.72 5.61  0.445
22 H -2.01 3.50 3.16  0.541
23 H -2.42 4.74 -4.10  0.439
24 H -0.87 4.82 -3.23  0.264
25 H -3.68 5.28 -2.07  0.352
26 H -2.31 6.40 -2.04  0.426
27 C 2.45 -3.94 2.81  -0.528
28 C 2.90 -4.31 1.55  -0.741
29 C 2.41 -3.67 0.42  -0.479
30 C 1.46 -2.65 0.56  0.296
31 C 1.00 -2.31 1.83  0.636
32 C 1.50 -2.94 2.95  -0.710
33 Ge 0.89 -1.69 -1.00  1.260
34 C 1.37 0.31 -0.81  -0.602
35 C 1.22 1.12 -1.95  0.462
36 C 1.57 2.47 -1.91  -0.946
37 C 2.04 3.01 -0.72  -0.530
38 C 2.18 2.22 0.42  -0.713
39 C 1.83 0.88 0.39  -0.427
40 C 1.64 -2.36 -2.64  -0.021
41 C 2.66 -1.67 -3.30  0.056
42 C 3.18 -2.17 -4.49  -0.708
43 C 2.68 -3.35 -5.02  -0.501
44 C 1.68 -4.05 -4.36  -0.695
45 C 1.16 -3.56 -3.18  -0.358
46 H 2.84 -4.45 3.69  0.410
47 H 3.64 -5.09 1.44  0.422
48 H 2.76 -3.95 -0.57  0.399
49 H 0.25 -1.53 1.93  -0.070
50 H 1.15 -2.66 3.94  0.495
51 H 0.92 0.68 -2.89  0.585
52 H 1.49 3.07 -2.80  0.602
53 H 2.33 4.06 -0.68  0.462
54 H 2.57 2.65 1.34  0.496
55 H 1.94 0.26 1.27  0.510
56 H 3.07 -0.75 -2.89  0.406
57 H 3.97 -1.63 -4.99  0.424
58 H 3.07 -3.72 -5.96  0.407
59 H 1.30 -4.98 -4.78  0.418
60 H 0.38 -4.11 -2.67  0.395
61 C -2.92 -2.43 -0.63  -1.236
62 C -2.52 -1.06 -1.07  0.959
63 O -3.08 -0.21 -1.68  -0.371
64 H -3.82 -2.35 -0.01  0.372
65 H -2.13 -2.92 -0.08  0.253
66 H -3.18 -3.00 -1.52  0.395

=====

Entry 4:
A structure of composition C30H27N6O9S3SbV. Source: the OMol25 dataset; level of theory: the ωB97M-V functional and the def2-TZVPD basis.

Calculated values
strongest force on any atom	0.4	eV Å⁻¹
lowest unoccupied orbital energy (alpha / beta)	0.707 / 0.709	eV
net charge	-1
highest occupied orbital energy (alpha / beta)	-5.44 / -5.44	eV

Last column: Mulliken charge in e.
Atoms and positions in Å:
1 V 0.04 -0.91 -0.20  -0.337
2 C 1.60 -1.48 4.15  -1.119
3 O 0.49 -1.08 3.38  -0.257
4 C 0.17 0.24 3.36  0.624
5 C 0.69 1.19 4.22  -0.585
6 C 0.28 2.52 4.13  -0.837
7 C -0.65 2.90 3.18  -0.897
8 C -1.17 1.95 2.31  0.014
9 C -0.76 0.63 2.40  0.148
10 N -1.26 -0.31 1.43  1.029
11 N -2.51 -0.41 1.50  -0.713
12 C -3.26 -1.16 0.65  0.038
13 C -2.72 -2.07 -0.27  0.943
14 O -1.47 -2.23 -0.44  -0.734
15 C -3.62 -2.88 -1.05  -0.701
16 C -4.96 -2.74 -0.92  -0.983
17 C -5.54 -1.82 0.00  0.889
18 C -6.94 -1.69 0.12  -0.867
19 C -7.49 -0.80 1.01  -0.581
20 C -6.65 -0.02 1.82  -0.630
21 C -5.28 -0.13 1.72  -0.624
22 C -4.70 -1.03 0.81  0.535
23 H 1.39 -1.38 5.22  0.401
24 H 2.49 -0.89 3.90  0.432
25 H 1.77 -2.52 3.91  0.233
26 H 1.42 0.91 4.97  0.412
27 H 0.70 3.25 4.81  0.396
28 H -0.97 3.93 3.11  0.434
29 H -1.86 2.21 1.52  0.423
30 H -3.18 -3.58 -1.74  0.539
31 H -5.62 -3.34 -1.54  0.350
32 H -7.57 -2.30 -0.52  0.380
33 H -8.57 -0.71 1.09  0.385
34 H -7.08 0.68 2.52  0.394
35 H -4.64 0.48 2.33  0.448
36 S 4.09 -1.49 -1.65  -0.598
37 Sb 3.10 -1.16 0.32  0.142
38 S 1.13 -2.60 0.61  -0.523
39 S 1.42 0.68 0.18  -0.222
40 O -2.38 1.46 -2.63  -0.756
41 C -1.72 0.50 -2.26  0.120
42 O -1.30 0.34 -1.05  0.748
43 C -1.40 -0.61 -3.23  0.718
44 C -2.18 -0.73 -4.36  -0.409
45 C -1.91 -1.73 -5.28  -0.545
46 C -0.87 -2.62 -5.08  -0.600
47 C -0.10 -2.50 -3.94  -0.377
48 C -0.32 -1.48 -2.99  0.952
49 O 0.48 -1.33 -1.98  -0.104
50 N 0.95 -3.50 -3.74  1.035
51 O 1.15 -3.90 -2.62  -0.535
52 O 1.50 -3.94 -4.75  -0.645
53 N -2.74 -1.87 -6.47  1.057
54 O -3.65 -1.08 -6.63  -0.637
55 O -2.48 -2.77 -7.25  -0.653
56 H -2.98 -0.03 -4.53  0.632
57 H -0.66 -3.40 -5.80  0.612
58 C 0.62 3.20 -1.99  -0.207
59 C 0.68 4.56 -2.73  -0.947
60 N 0.27 5.65 -1.83  -0.206
61 C -1.09 5.38 -1.37  -0.844
62 C -1.15 4.02 -0.63  -0.558
63 N 0.18 3.41 -0.61  0.466
64 C 1.11 4.29 0.06  -0.554
65 C 1.17 5.66 -0.68  -0.749
66 H 1.59 2.71 -1.97  0.663
67 H -0.09 2.52 -2.48  -0.196
68 H 0.01 4.57 -3.60  0.386
69 H 1.69 4.78 -3.09  0.268
70 H -1.75 5.39 -2.24  0.263
71 H -1.39 6.21 -0.72  0.341
72 H -1.83 3.32 -1.12  0.276
73 H -1.48 4.15 0.41  0.322
74 H 2.09 3.80 0.08  0.387
75 H 0.79 4.41 1.10  0.286
76 H 2.18 5.87 -1.04  0.265
77 H 0.87 6.48 -0.02  0.342